No. 1
The following is a DFT calculation (ωB97M-V/def2-TZVPD) of H18O9 as an isolated structure in a non-equilibrium geometry.

ORCA input file:
```
! wB97M-V def2-TZVPD RIJCOSX def2/J DEFGRID3
* xyz 0 1
O 0.27 -6.08 -16.38
H 0.68 -6.89 -16.10
H 0.43 -6.04 -17.32
O 3.99 -8.30 -12.77
H 3.98 -9.26 -12.83
H 4.30 -8.01 -13.63
O -0.22 -8.63 -13.24
H -0.10 -9.37 -12.64
H 0.52 -8.05 -13.05
O 3.00 -6.46 -12.59
H 3.71 -5.81 -12.54
H 3.43 -7.30 -12.42
O 2.46 -7.35 -15.52
H 1.74 -7.87 -15.87
H 3.02 -7.18 -16.28
O 1.26 -10.08 -14.60
H 1.77 -10.46 -13.88
H 0.82 -9.32 -14.22
O 1.55 -7.74 -13.71
H 1.93 -7.47 -14.55
H 2.09 -7.31 -13.05
O 2.14 -6.92 -10.29
H 1.30 -6.56 -10.00
H 2.08 -6.89 -11.24
O 2.05 -5.44 -14.56
H 2.07 -6.28 -15.01
H 1.57 -4.86 -15.15
*
```

## Properties
maximum force: 0.2125 Eh/bohr
energy above the lowest of the compared OMol25 structures with the same formula, charge and spin: 11.4391 eV

Here are the Mulliken charges for atoms 1 to 2, given in e: -0.635 0.241



No. 2
The following is a DFT calculation (ωB97M-V/def2-TZVPD) of C18H19N6O6V as an isolated structure in a non-equilibrium geometry.

ORCA input file:
```
! wB97M-V def2-TZVPD RIJCOSX def2/J DEFGRID3
* xyz 4 1
V -0.76 -0.36 0.10
C -2.71 0.81 4.22
O -2.83 -0.51 3.52
C -2.25 -0.81 2.46
O -1.41 -0.05 1.80
N -2.47 -2.01 1.91
N -1.79 -2.25 0.70
H -3.07 0.61 5.22
H -3.36 1.51 3.69
H -1.67 1.12 4.21
H -3.10 -2.70 2.33
H -2.48 -2.50 -0.01
H -1.17 -3.06 0.83
C -0.21 -2.53 -3.53
C 1.10 -2.98 -3.41
C 1.82 -2.72 -2.25
C 1.23 -2.00 -1.23
N -0.06 -1.54 -1.36
C -0.76 -1.82 -2.49
C 1.86 -1.68 0.06
C 3.08 -2.14 0.49
C 3.52 -1.81 1.77
C 2.72 -1.00 2.58
C 1.52 -0.54 2.08
N 1.09 -0.87 0.84
H -0.80 -2.73 -4.41
H 1.56 -3.55 -4.22
H 2.84 -3.06 -2.15
H -1.78 -1.46 -2.54
H 3.69 -2.78 -0.14
H 4.47 -2.17 2.13
H 3.03 -0.73 3.58
H 0.89 0.11 2.67
C 2.31 2.10 0.22
C 0.99 2.30 -0.41
N -0.08 1.48 -0.50
C -1.03 2.21 -1.26
C -0.55 3.44 -1.58
N 0.70 3.45 -1.03
C -0.91 4.73 -2.33
O -2.09 4.88 -2.88
O -0.05 5.55 -2.31
C -2.27 1.59 -1.60
O -3.25 1.77 -2.17
O -2.04 0.11 -0.81
H 2.54 1.05 0.38
H 2.36 2.63 1.18
H 3.09 2.52 -0.42
H 1.30 4.27 -1.14
H -2.72 4.16 -2.78
*
```

## Properties
maximum force: 0.0200 Eh/bohr
energy: -65845.673 eV

Here are the Mulliken charges for atoms 1 to 2, given in e: -0.363 -0.616